This record from the OMol25 dataset describes a 2-piece molecular cluster, C23H46BrNO5 overall at a distorted geometry. The level of theory is ωB97M-V/def2-TZVPD.

Its HOMO-LUMO gap is 1.39 eV. The charge is -2. Its spin multiplicity is 1. For the largest force on an atom, the calculation gives 0.028 Eh/bohr.

Each atom is followed by the atoms it is bonded to, with distances in Å.
Positions of all 76 atoms, in Å:
1 C 4.24072 -3.85473 -0.86063  C2 1.533, H27 1.088, H28 1.088, H29 1.091
2 C 5.35302 -3.08279 -0.14133  C1 1.533, C3 1.536, H30 1.094, H31 1.093
3 C 4.84800 -1.75311 0.43751  C2 1.536, C4 1.528, H32 1.091, H33 1.092
4 C 5.06930 -0.58736 -0.52558  C3 1.528, C5 1.535, H34 1.095, H35 1.093
5 C 4.11232 0.59547 -0.31888  C4 1.535, C6 1.545, H36 1.095, H37 1.090
6 C 3.92921 1.03059 1.15201  C5 1.545, C7 1.543, H38 1.091, H39 1.090
7 C 2.54265 0.67006 1.72616  C6 1.543, C8 1.529, H40 1.092, H41 1.090
8 C 1.79885 1.80311 2.43312  C7 1.529, C9 1.526, H42 1.093, H43 1.091
9 C 1.53975 3.02019 1.54951  C8 1.526, C10 1.536, H44 1.092, H45 1.096
10 C 0.55023 2.71783 0.41438  C9 1.536, C11 1.539, O15 1.414, H46 1.093
11 C 0.30084 4.00572 -0.39086  C10 1.539, C12 1.523, H47 1.095, H48 1.089
12 C 0.42407 3.89971 -1.90552  C11 1.523, C13 1.526, Br14 1.950, H49 1.089
13 C 1.70752 3.21786 -2.37213  C12 1.526, H50 1.089, H51 1.091, H52 1.089
14 Br -1.12843 3.07720 -2.75094  C12 1.950
15 O -0.61960 2.21211 1.02572  C10 1.414, C16 1.427
16 C -1.24541 1.14331 0.31771  O15 1.427, C17 1.533, H53 1.090, H54 1.094
17 C -2.77599 1.20620 0.25992  C16 1.533, C18 1.529, O21 1.419, H55 1.092
18 C -3.34851 2.61914 0.14782  C17 1.529, N19 1.472, H56 1.097, H57 1.089
19 N -4.47708 2.81519 1.07151  C18 1.472, C20 1.461, H58 1.012
20 C -5.65230 2.05134 0.65994  N19 1.461, H59 1.091, H60 1.090, H61 1.096
21 O -3.15486 0.46924 -0.89198  C17 1.419, C22 1.439
22 C -3.64877 -0.86123 -0.65420  O21 1.439, C23 1.544, C24 1.520, H62 1.098
23 C -3.78552 -1.51439 -2.04634  C22 1.544, H63 1.088, H64 1.092, H65 1.092
24 C -2.73527 -1.71685 0.20779  C22 1.520, C25 1.528, H66 1.094, H67 1.098
25 C -3.37219 -3.07417 0.50171  C24 1.528, C26 1.522, H68 1.102, H69 1.093
26 C -2.69048 -3.82881 1.63393  C25 1.522, H70 1.093, H71 1.094, H72 1.098
27 H 3.55450 -4.27576 -0.12850  C1 1.088
28 H 4.64225 -4.65426 -1.47960  C1 1.088
29 H 3.65830 -3.18019 -1.48985  C1 1.091
30 H 6.19636 -2.91721 -0.81765  C2 1.094
31 H 5.72588 -3.71569 0.66777  C2 1.093
32 H 3.78954 -1.86790 0.67754  C3 1.091
33 H 5.39808 -1.56736 1.36286  C3 1.092
34 H 4.88991 -0.96703 -1.53713  C4 1.095
35 H 6.10996 -0.25426 -0.51705  C4 1.093
36 H 4.52069 1.44367 -0.87772  C5 1.095
37 H 3.16142 0.34474 -0.79016  C5 1.090
38 H 4.67898 0.51019 1.74903  C6 1.091
39 H 4.14998 2.09215 1.26099  C6 1.090
40 H 2.68820 -0.12810 2.45661  C7 1.092
41 H 1.89761 0.24374 0.95782  C7 1.090
42 H 2.30368 2.11742 3.35055  C8 1.093
43 H 0.82875 1.41073 2.74284  C8 1.091
44 H 1.21903 3.89945 2.11163  C9 1.092
45 H 2.47395 3.29316 1.04480  C9 1.096
46 H 1.03104 1.94988 -0.19693  C10 1.093
47 H 1.06522 4.72932 -0.09010  C11 1.095
48 H -0.65996 4.44535 -0.12770  C11 1.089
49 H 0.43606 4.91651 -2.29480  C12 1.089
50 H 2.00033 3.58575 -3.35418  C13 1.089
51 H 2.52437 3.38278 -1.66850  C13 1.091
52 H 1.54821 2.14482 -2.47149  C13 1.089
53 H -0.87915 1.03401 -0.70257  C16 1.090
54 H -0.98947 0.21582 0.83794  C16 1.094
55 H -3.20910 0.78061 1.16731  C17 1.092
56 H -3.68396 2.79862 -0.88133  C18 1.097
57 H -2.60972 3.38409 0.38239  C18 1.089
58 H -4.71621 3.79827 1.06870  N19 1.012
59 H -5.52101 1.01330 0.96764  C20 1.091
60 H -6.52969 2.40816 1.20023  C20 1.090
61 H -5.83120 2.07215 -0.42121  C20 1.096
62 H -4.64937 -0.85910 -0.20314  C22 1.098
63 H -4.82286 -1.69028 -2.32260  C23 1.088
64 H -3.21105 -2.44057 -2.11684  C23 1.092
65 H -3.34673 -0.82933 -2.77519  C23 1.092
66 H -1.77242 -1.85678 -0.29276  C24 1.094
67 H -2.52465 -1.26241 1.18473  C24 1.098
68 H -4.41472 -2.86825 0.79479  C25 1.102
69 H -3.41812 -3.68967 -0.40018  C25 1.093
70 H -3.38017 -4.59064 2.00583  C26 1.093
71 H -1.80624 -4.36763 1.27954  C26 1.094
72 H -2.48311 -3.17030 2.48745  C26 1.098
73 C -1.95228 -5.79069 -1.14955  O74 1.292, O75 1.302, O76 1.313
74 O -2.35652 -5.02551 -2.10839  C73 1.292
75 O -2.64151 -6.82117 -0.75254  C73 1.302
76 O -0.86517 -5.50543 -0.47164  C73 1.313